{"formula": "C19H24N2O4", "method": "ωB97M-V/def2-TZVPD", "symbols": ["C", "C", "H", "H", "O", "C", "O", "C", "C", "N", "C", "C", "C", "O", "O", "C", "C", "H", "H", "H", "H", "H", "C", "C", "C", "C", "C", "N", "C", "H", "H", "H", "H", "H", "C", "H", "H", "H", "C", "H", "H", "H", "C", "H", "H", "H", "H", "H", "H"], "positions_angstrom": [[-1.12, 4.41, 0.01], [-1.95, 3.45, -0.84], [-2.96, 3.34, -0.43], [-2.01, 3.80, -1.87], [-1.39, 2.14, -0.82], [-0.42, 1.88, -1.71], [-0.08, 2.68, -2.55], [0.16, 0.55, -1.48], [1.10, 0.00, -2.28], [1.61, -1.26, -2.00], [0.95, -2.12, -1.13], [-0.01, -1.64, -0.29], [-0.76, -2.47, 0.65], [-0.65, -3.67, 0.82], [-1.62, -1.74, 1.37], [-2.36, -2.43, 2.37], [-3.06, -1.40, 3.24], [-3.62, -1.90, 4.02], [-3.74, -0.80, 2.64], [-2.33, -0.73, 3.69], [-3.08, -3.09, 1.88], [-1.67, -3.05, 2.96], [-0.32, -0.16, -0.24], [0.30, 0.47, 0.98], [1.67, 0.43, 1.20], [2.20, 1.03, 2.32], [1.34, 1.67, 3.20], [0.03, 1.72, 3.01], [-0.47, 1.13, 1.93], [-1.54, 1.20, 1.82], [1.70, 2.16, 4.09], [3.27, 1.02, 2.52], [2.32, -0.07, 0.49], [-1.41, -0.04, -0.16], [1.32, -3.56, -1.21], [1.41, -3.88, -2.25], [2.26, -3.75, -0.70], [0.56, -4.16, -0.72], [2.79, -1.73, -2.70], [2.54, -2.23, -3.64], [3.33, -2.43, -2.07], [3.45, -0.89, -2.91], [1.63, 0.66, -3.51], [2.61, 1.09, -3.34], [0.97, 1.47, -3.79], [1.70, -0.05, -4.34], [-1.61, 5.38, 0.05], [-1.01, 4.02, 1.02], [-0.14, 4.53, -0.43]], "lumo_energy_ev": 0.5, "total_energy_ha": -1148.89877, "gap_ev": 8.48, "smiles": "CCOC(=O)C1=C(C)N(C)C(C)=C(C(=O)OCC)C1c1cccnc1"}

{"formula": "C6H7NO2", "method": "ωB97M-V/def2-TZVPD", "symbols": ["C", "C", "C", "C", "C", "C", "H", "H", "H", "H", "H", "H", "H", "N", "O", "O"], "positions_angstrom": [[-0.98, -0.18, -0.10], [0.32, -0.80, -0.92], [1.09, -0.33, 0.86], [1.33, 0.42, -0.55], [-0.53, 1.29, 0.21], [-0.27, 0.12, 1.24], [-2.95, 0.24, -0.12], [-2.60, -1.27, 0.31], [-0.06, -1.37, -1.81], [1.96, -0.44, 1.57], [2.36, 0.46, -0.99], [-1.24, 2.07, 0.32], [-0.58, -0.13, 2.31], [-2.32, -0.47, -0.37], [1.04, -1.54, 0.03], [0.66, 1.62, -0.46]], "lumo_energy_ev": 0.9, "total_energy_ha": -437.93002, "gap_ev": 9.90}

{"formula": "C4H7OS", "method": "ωB97M-V/def2-TZVPD", "symbols": ["C", "C", "C", "C", "O", "S", "H", "H", "H", "H", "H", "H", "H"], "positions_angstrom": [[-0.08, 1.06, 0.90], [1.08, 0.86, 1.29], [-1.11, 0.39, 0.09], [-0.54, -0.99, -0.28], [0.80, -1.05, -0.61], [1.15, -0.74, -2.22], [-0.33, 2.12, 1.04], [2.00, 0.64, 1.79], [-2.06, 0.10, 0.73], [-1.54, 0.99, -0.70], [-0.51, -1.47, 0.79], [-1.41, -1.50, -0.77], [2.54, -0.43, -2.05]], "lumo_energy_ev": [-5.5, -8.8], "spin_multiplicity": 3, "total_energy_ha": -629.50707, "gap_ev": [5.85, 5.31], "s2": 2.014, "total_charge": 1}